Entry 1:
{"formula": "C48H40IN6PRuSi", "method": "ωB97M-V/def2-TZVPD", "s2": 0.80, "multiplicity": 2, "e_homo_ha": [-0.3753, -0.3726], "e_above_lowest_kcal_mol": 0.00, "charge": 1, "lumo_ha": [-0.1406, -0.1392], "gap_ev": [6.39, 6.35], "elements": ["Ru", "C", "C", "C", "C", "N", "C", "N", "C", "N", "C", "N", "C", "C", "C", "C", "C", "N", "C", "C", "C", "C", "C", "C", "H", "H", "H", "H", "H", "H", "H", "H", "H", "H", "H", "H", "C", "P", "C", "C", "C", "C", "C", "C", "C", "C", "C", "C", "C", "C", "H", "H", "H", "H", "H", "H", "H", "H", "H", "H", "H", "H", "H", "C", "C", "C", "C", "C", "C", "Si", "C", "C", "C", "C", "C", "C", "H", "H", "H", "H", "H", "H", "H", "H", "H", "H", "H", "I", "C", "C", "C", "C", "C", "N", "H", "H", "H", "H"], "coordinates": [[-0.3642, 0.1029, -0.2453], [2.4067, 2.2825, -2.9138], [1.9372, 3.6005, -2.9943], [0.7393, 3.8915, -2.4165], [0.0083, 2.8944, -1.7140], [0.5099, 1.6210, -1.5978], [1.6632, 1.3574, -2.2214], [-1.1782, 3.2661, -1.2808], [-2.0397, 2.5836, -0.5652], [-1.7780, 1.4691, 0.1834], [-2.9354, 1.0941, 0.8173], [-3.0162, 0.2399, 1.8183], [-2.0318, -0.4636, 2.3529], [-2.3259, -1.0463, 3.6163], [-1.3829, -1.7562, 4.2957], [-0.1231, -1.9288, 3.7021], [0.0948, -1.3919, 2.4577], [-0.8024, -0.6726, 1.7748], [-4.0140, 1.9374, 0.3862], [-5.3851, 1.9386, 0.6301], [-6.1452, 2.9247, 0.0334], [-5.5598, 3.9080, -0.7726], [-4.2038, 3.9181, -1.0314], [-3.4310, 2.9176, -0.4534], [3.3333, 1.9897, -3.3784], [2.5038, 4.3580, -3.5117], [0.2836, 4.8656, -2.4783], [2.0166, 0.3380, -2.1599], [-3.3143, -0.8654, 4.0029], [-1.5941, -2.1852, 5.2621], [0.6616, -2.4697, 4.2027], [1.0499, -1.5492, 1.9727], [-5.8312, 1.1770, 1.2522], [-7.2154, 2.9411, 0.1849], [-6.1895, 4.6707, -1.2021], [-3.7476, 4.6685, -1.6575], [3.7421, 0.7115, -0.0408], [2.1694, 0.7545, 0.9201], [1.9121, 2.5240, 1.2622], [0.6427, 2.8910, 1.7044], [0.3251, 4.2200, 1.9032], [1.2853, 5.1940, 1.6794], [2.5631, 4.8299, 1.2881], [2.8824, 3.5005, 1.0749], [2.8062, 0.1546, 2.5242], [2.3979, 0.7236, 3.7265], [2.9004, 0.2428, 4.9231], [3.7965, -0.8149, 4.9316], [4.1861, -1.4011, 3.7371], [3.6850, -0.9277, 2.5391], [4.5850, 0.8240, 0.6376], [3.7420, 1.5126, -0.7742], [3.8241, -0.2426, -0.5603], [-0.0969, 2.1157, 1.8894], [-0.6691, 4.4971, 2.2211], [1.0391, 6.2347, 1.8222], [3.3174, 5.5879, 1.1435], [3.8827, 3.2328, 0.7701], [1.7103, 1.5588, 3.7310], [2.5859, 0.6936, 5.8537], [4.1872, -1.1849, 5.8667], [4.8783, -2.2318, 3.7398], [3.9799, -1.4010, 1.6139], [-2.1046, -4.6734, -3.7539], [-1.4241, -3.5966, -4.2955], [-0.6283, -2.8004, -3.4904], [-0.5017, -3.0621, -2.1300], [-1.2008, -4.1423, -1.5977], [-1.9845, -4.9477, -2.4013], [0.6367, -2.0555, -0.9671], [2.4160, -2.2200, -1.6723], [2.7615, -1.8111, -2.9577], [4.0312, -2.0332, -3.4580], [4.9816, -2.6759, -2.6851], [4.6592, -3.0870, -1.4021], [3.3919, -2.8477, -0.9003], [-2.7172, -5.3018, -4.3825], [-1.5144, -3.3751, -5.3479], [-0.0886, -1.9800, -3.9413], [-1.1151, -4.3754, -0.5459], [-2.4988, -5.7935, -1.9705], [0.7454, -2.9972, 0.2136], [2.0373, -1.3268, -3.5943], [4.2737, -1.7067, -4.4568], [5.9675, -2.8534, -3.0839], [5.3951, -3.5956, -0.7965], [3.1485, -3.1797, 0.0991], [-2.3505, 0.2125, -2.9191], [-3.2756, -0.9959, -1.4475], [-4.6310, -1.2611, -1.5161], [-5.1575, -2.1178, -0.5642], [-4.3071, -2.6778, 0.3760], [-2.9644, -2.3473, 0.3418], [-2.4546, -1.5046, -0.5497], [-5.2431, -0.8063, -2.2776], [-6.2102, -2.3511, -0.5677], [-4.6762, -3.3589, 1.1220], [-2.2604, -2.7796, 1.0372]], "mulliken_charge": [0.737, -0.671, -0.961, -0.775, -0.328, 1.090, -1.529, -0.197, -0.836, 1.276, -0.611, -0.177, -0.213, -0.783, -0.908, -1.122, -1.477, 2.265, 0.034, -0.296, -0.760, -0.679, -0.350, -0.012, 0.607, 0.432, 0.628, 0.841, 0.651, 0.464, 0.538, 0.850, 0.586, 0.450, 0.457, 0.584, -1.893, 2.821, 0.373, -0.570, -0.776, -0.881, -0.839, -0.907, 0.138, -0.652, -0.802, -0.609, -0.848, -0.217, 0.817, 0.540, -0.099, 0.503, 0.512, 0.430, 0.458, 0.411, 0.367, 0.456, 0.417, 0.479, 0.388, -0.640, -0.818, -0.026, 0.190, -0.220, -0.732, 1.862, 0.482, 0.025, -0.929, -0.636, -0.634, -0.523, 0.416, 0.433, 0.359, 0.376, 0.455, -0.514, 0.208, 0.468, 0.422, 0.455, 0.448, 0.177, -0.108, -0.792, -0.509, -1.228, -0.466, 0.972, 0.564, 0.476, 0.580, 0.586]}

=====

Entry 2:
{"formula": "C40H32AsN5O4Sm", "method": "ωB97M-V/def2-TZVPD", "s2": 8.76, "multiplicity": 6, "e_homo_ha": [-0.1806, -0.1810], "e_above_lowest_kcal_mol": 18.11, "charge": -1, "lumo_ha": [0.0808, 0.0808], "gap_ev": [7.11, 7.12], "elements": ["Sm", "C", "O", "C", "C", "C", "C", "C", "C", "N", "N", "C", "O", "C", "C", "C", "C", "C", "C", "C", "O", "H", "H", "H", "H", "H", "H", "H", "H", "H", "H", "H", "H", "C", "C", "C", "C", "C", "H", "H", "H", "H", "H", "N", "C", "N", "C", "N", "O", "As", "C", "C", "C", "C", "C", "C", "C", "C", "C", "C", "C", "C", "C", "C", "C", "C", "C", "C", "H", "H", "H", "H", "H", "H", "H", "H", "H", "H", "H", "H", "H", "H", "H"], "coordinates": [[1.4159, 0.6291, 0.9464], [5.0580, -2.0339, 2.2028], [5.1044, -1.5727, 3.5535], [3.9679, -1.2632, 4.2513], [4.0739, -1.3667, 5.6226], [3.0023, -1.0748, 6.4718], [1.8044, -0.6915, 5.9140], [1.6719, -0.5612, 4.5240], [0.3474, -0.2044, 4.0239], [-0.0026, -0.0240, 2.8062], [-1.3717, 0.2612, 2.6792], [-1.7334, 0.5032, 1.4527], [-0.9993, 0.4885, 0.3955], [-3.1638, 0.9320, 1.2845], [-3.6241, 1.1163, -0.0160], [-4.9377, 1.5033, -0.2515], [-5.7985, 1.7102, 0.8160], [-5.3383, 1.5335, 2.1175], [-4.0280, 1.1465, 2.3526], [2.7598, -0.8033, 3.6591], [2.6740, -0.6087, 2.3718], [6.0473, -2.4532, 2.0241], [4.8537, -1.2348, 1.5007], [4.3043, -2.8117, 2.0701], [5.0294, -1.6915, 6.0191], [3.1156, -1.1639, 7.5441], [0.9447, -0.4816, 6.5411], [-0.4447, -0.1121, 4.7683], [-2.9356, 0.9670, -0.8366], [-5.2790, 1.6515, -1.2692], [-6.8213, 2.0207, 0.6389], [-6.0032, 1.7068, 2.9552], [-3.6546, 1.0111, 3.3591], [2.8909, 1.3502, -1.4084], [2.6762, 2.6597, -0.9312], [3.3359, 2.7881, 0.3010], [3.9657, 1.5633, 0.5896], [3.6959, 0.6725, -0.4711], [2.5800, 0.9558, -2.3647], [2.1293, 3.4378, -1.4428], [3.3738, 3.6749, 0.9143], [4.5921, 1.3571, 1.4448], [4.0835, -0.3297, -0.5776], [-1.6879, 5.8204, -0.4263], [-1.3983, 5.1493, 0.4761], [-1.1337, 4.4368, 1.5539], [-0.2261, 3.5315, 1.5914], [0.6008, 2.7138, 1.7130], [1.0043, -1.1005, -0.4291], [-0.1480, -0.8767, -1.6525], [-0.5563, 0.8265, -2.4578], [-0.4213, 2.0761, -1.8475], [-0.8162, 3.2177, -2.5273], [-1.3542, 3.1224, -3.8043], [-1.4870, 1.8865, -4.4157], [-1.0830, 0.7381, -3.7459], [0.6046, -1.8727, -3.1168], [1.3359, -1.2594, -4.1286], [1.9861, -2.0301, -5.0839], [1.9122, -3.4136, -5.0269], [1.1940, -4.0307, -4.0102], [0.5462, -3.2630, -3.0533], [-1.7575, -1.8069, -1.2442], [-1.9261, -2.2624, 0.0580], [-3.1001, -2.9150, 0.4028], [-4.0942, -3.1070, -0.5486], [-3.9108, -2.6636, -1.8519], [-2.7341, -2.0153, -2.2074], [-0.0429, 2.1903, -0.8409], [-0.7424, 4.1822, -2.0413], [-1.6784, 4.0207, -4.3153], [-1.9025, 1.8064, -5.4125], [-1.1743, -0.2157, -4.2471], [1.4090, -0.1805, -4.1764], [2.5563, -1.5447, -5.8663], [2.4212, -4.0134, -5.7715], [1.1428, -5.1110, -3.9578], [-0.0044, -3.7555, -2.2622], [-1.1557, -2.0903, 0.7981], [-3.2397, -3.2537, 1.4215], [-5.0175, -3.6004, -0.2711], [-4.6843, -2.8157, -2.5939], [-2.5991, -1.6783, -3.2268]], "mulliken_charge": [1.235, -0.463, -0.529, 0.051, -0.593, -0.778, -0.901, 0.604, -0.379, 0.332, -0.916, -0.592, 0.556, 0.167, 0.111, -1.244, -0.440, -0.693, -0.561, 0.754, -0.298, 0.322, 0.008, 0.268, 0.424, 0.358, 0.359, 0.291, 0.307, 0.426, 0.389, 0.409, 0.434, -0.282, -0.622, -0.881, -0.325, -0.661, 0.470, 0.543, 0.399, 0.439, 0.441, -0.676, 0.658, -0.803, 0.775, -0.488, -1.065, 2.989, 0.559, 0.894, -0.842, -0.895, -1.012, -0.483, 0.383, -0.040, -1.083, -0.441, -0.811, -0.754, 0.247, -0.546, -0.524, -0.591, -0.747, -0.221, 0.257, 0.360, 0.406, 0.427, 0.440, 0.367, 0.408, 0.384, 0.403, 0.406, 0.267, 0.408, 0.389, 0.412, 0.248]}

=====

Entry 3:
{"formula": "C3H7NO2", "method": "ωB97M-V/def2-TZVPD", "multiplicity": 1, "e_homo_ha": -0.3608, "e_above_lowest_kcal_mol": 35.26, "charge": 0, "lumo_ha": 0.0260, "gap_ev": 10.52, "elements": ["O", "C", "N", "C", "C", "O", "H", "H", "H", "H", "H", "H", "H"], "coordinates": [[0.0610, -0.8043, 2.0953], [-0.6999, -1.2017, 1.2309], [-0.8617, -0.6840, -0.0198], [0.2057, -0.2095, -0.8662], [0.5419, 1.2398, -0.5943], [1.2694, 1.3987, 0.5938], [-1.2847, -2.1272, 1.1987], [-1.8135, -0.6449, -0.3455], [1.0847, -0.8435, -0.6869], [-0.1096, -0.3841, -1.9017], [1.1494, 1.6358, -1.4114], [-0.4141, 1.7910, -0.5741], [0.8714, 0.8339, 1.2811]], "mulliken_charge": [-0.563, 0.055, -0.175, -0.618, -0.330, -0.525, 0.342, 0.245, 0.279, 0.368, 0.318, 0.232, 0.373]}

=====

Entry 4:
{"formula": "C6H12BrNO", "method": "ωB97M-V/def2-TZVPD", "s2": 2.01, "multiplicity": 3, "e_homo_ha": [-0.1664, -0.3505], "e_above_lowest_kcal_mol": 65.99, "charge": 0, "lumo_ha": [0.0207, -0.1024], "gap_ev": [5.09, 6.75], "elements": ["C", "C", "C", "C", "C", "C", "N", "O", "Br", "H", "H", "H", "H", "H", "H", "H", "H", "H", "H", "H", "H"], "coordinates": [[-0.8927, -1.5501, -0.2318], [0.8076, 2.0760, -0.2027], [1.7728, -0.1262, -0.3708], [-0.5402, -0.0733, 1.8338], [0.6156, 0.6056, -0.6222], [-0.9213, -0.1714, 0.3494], [-1.7314, -1.8751, -1.2127], [-0.0937, -2.3725, 0.2046], [-2.3614, 0.9128, -0.2364], [1.2326, 2.5450, -1.0954], [1.4351, 2.2031, 0.6904], [-0.1844, 2.5339, 0.1077], [1.7135, -0.4081, 0.6588], [1.7529, -1.0897, -0.8884], [2.7165, 0.3970, -0.7311], [0.5990, -0.2039, 1.8832], [-0.7476, 0.8340, 2.2674], [-1.0629, -0.7473, 2.3820], [0.2290, 0.3542, -1.6579], [-2.4961, -1.1501, -1.4557], [-1.8431, -2.6940, -1.6721]], "mulliken_charge": [0.575, -1.204, -1.150, -1.259, 0.117, 0.259, -0.324, -0.634, -0.073, 0.424, 0.282, 0.303, 0.231, 0.356, 0.363, 0.215, 0.454, 0.419, 0.354, 0.112, 0.181]}

=====

Entry 5:
{"formula": "C3H10Br2N4O", "method": "ωB97M-V/def2-TZVPD", "multiplicity": 1, "e_homo_ha": -0.6112, "e_above_lowest_kcal_mol": 82.22, "charge": 2, "lumo_ha": -0.4046, "gap_ev": 5.62, "elements": ["C", "C", "C", "N", "N", "N", "N", "O", "Br", "Br", "H", "H", "H", "H", "H", "H", "H", "H", "H", "H"], "coordinates": [[0.9350, -0.8965, 0.1758], [-1.6646, 1.6012, -1.0234], [-1.0902, 0.2267, -0.5863], [0.7581, -1.9996, -0.5908], [0.3061, 0.3260, -0.2107], [1.3250, -3.2331, -0.4012], [0.7621, 1.5049, -0.2445], [1.7521, -0.8178, 1.2143], [-0.5261, 1.6693, 2.6473], [-1.3893, 3.6204, 3.5207], [-1.5726, 2.2155, -0.1217], [-1.1516, 1.9730, -1.9404], [-2.7508, 1.4076, -1.1664], [-1.5957, -0.0151, 0.3460], [-1.2455, -0.6309, -1.2533], [0.1674, -1.8069, -1.4550], [1.7655, 0.0169, 1.7209], [2.0102, -3.1048, 0.3939], [1.4520, -3.7759, -1.2150], [1.7529, 1.7192, 0.1898]], "mulliken_charge": [0.611, -1.004, -0.525, 0.233, 0.551, -0.544, -0.421, -0.456, 0.059, 0.057, 0.314, 0.365, 0.380, 0.401, 0.369, 0.342, 0.338, 0.324, 0.298, 0.307]}